Here is C32H40BrHoN4O5 as an isolated structure from OMol25. Energies are from the ωB97M-V functional and the def2-TZVPD basis.

```
83
Properties=species:S:1:pos:R:3:forces:R:3
Ho -0.0548 -1.1353 -1.6568 -0.2400 0.2495 -0.3462
O -0.3717 0.5943 -2.9309 -0.0709 -0.1657 -0.1480
C 0.1885 1.7104 -3.2523 0.2228 0.4107 -0.1276
C -0.5603 2.7151 -3.9188 -0.1422 -0.1698 0.1213
C -0.0237 3.9384 -4.2265 0.1385 -0.0353 0.0317
C 1.3129 4.2324 -3.9197 -0.0805 0.1428 -0.0529
C 2.0815 3.2627 -3.3307 0.0760 -0.0877 0.0271
C 1.5612 1.9997 -2.9911 -0.3919 0.0966 -0.0797
C 2.4761 1.0144 -2.4867 0.0876 -0.1900 0.0403
N 2.1970 -0.1643 -2.0625 -0.0121 0.0833 0.0364
C 3.3182 -1.0233 -1.7082 0.1083 -0.1501 0.0162
C 3.0880 -2.4568 -2.2097 0.0700 0.1283 -0.0517
N 1.6711 -2.8187 -2.2305 -0.0273 -0.1550 0.2663
C 1.3899 -4.0649 -2.3415 0.1863 0.1171 -0.0723
C 0.0813 -4.6358 -2.5294 -0.3631 0.0346 0.0210
C -0.0444 -6.0299 -2.4136 0.0996 0.0623 0.0734
C -1.2495 -6.6700 -2.5667 -0.0943 -0.0779 -0.0223
C -2.3823 -5.9008 -2.8617 0.1164 -0.0539 0.0570
C -2.2900 -4.5383 -3.0099 -0.0191 0.1544 -0.0607
C -1.0601 -3.8446 -2.8658 0.0829 -0.4550 -0.1726
O -0.9991 -2.5674 -3.0473 -0.0909 -0.2179 -0.2332
H -1.5884 2.4745 -4.1621 0.0027 0.0334 0.0166
H -0.6352 4.6839 -4.7201 -0.0192 -0.0063 0.0046
H 1.7259 5.2026 -4.1598 0.0346 -0.0257 0.0053
H 3.1266 3.4630 -3.1179 0.0026 -0.0249 0.0053
H 3.5289 1.3187 -2.5210 0.0124 -0.0171 -0.0109
H 3.4369 -1.0260 -0.6252 -0.0612 0.0010 0.0124
H 4.2555 -0.6531 -2.1366 -0.0076 0.0294 0.0053
H 3.6629 -3.1538 -1.5912 0.0194 -0.0185 -0.0319
H 3.4688 -2.5324 -3.2323 -0.0428 0.0036 -0.0106
H 2.2019 -4.8028 -2.3104 0.0551 0.0560 -0.0538
H 0.8455 -6.6070 -2.1819 -0.0012 0.0063 -0.0161
H -1.3244 -7.7449 -2.4753 0.0164 0.0117 0.0222
H -3.3409 -6.3917 -2.9807 -0.0179 0.0352 -0.0103
H -3.1698 -3.9508 -3.2483 0.0319 0.0076 -0.0425
C -2.4670 -4.4184 1.2920 0.0906 -0.0774 0.0317
O -3.2384 -3.4552 0.5602 -0.0473 0.0225 -0.0216
C -2.5215 -2.6501 -0.2190 -0.0183 0.1038 -0.0211
O -1.3058 -2.6989 -0.3001 -0.0589 -0.1365 0.0871
N -3.3110 -1.7870 -0.8936 -0.1115 -0.0239 0.0065
N -2.7434 -0.8922 -1.7921 0.3071 -0.0237 -0.0105
H -3.1869 -4.9867 1.8711 -0.0158 -0.0004 -0.0077
H -1.7580 -3.9165 1.9481 -0.0194 0.0122 -0.0104
H -1.9261 -5.0676 0.6046 -0.0242 0.0006 -0.0143
H -4.3083 -1.8908 -0.8173 -0.0809 -0.0345 -0.0204
H -3.0856 0.0461 -1.6461 0.0825 0.0893 0.1207
H -2.8422 -1.1977 -2.7521 -0.0954 -0.0645 -0.0511
C 1.3330 3.4665 5.1328 0.0487 -0.0862 -0.0516
C 2.0592 2.2888 4.4750 0.0259 0.0315 0.0238
C 3.3912 2.8025 3.9063 -0.0667 0.0009 0.0747
C 2.3316 1.2366 5.5607 -0.0358 0.0553 -0.0654
C 1.2469 1.6746 3.3366 -0.0787 0.1041 0.0229
C 1.6322 0.4636 2.7750 0.0443 -0.1349 -0.0710
C 0.9172 -0.0267 1.7101 -0.0567 -0.3553 -0.2177
Br 1.3755 -1.7659 0.9806 0.1545 0.3192 0.4728
C -0.1888 0.5918 1.0868 0.1543 0.2180 0.4399
O -0.7366 0.0382 0.0457 -0.0973 0.4095 0.2131
C -0.6129 1.7984 1.7113 -0.0128 -0.1733 -0.3097
C 0.1245 2.2864 2.7871 0.0938 -0.0124 0.1392
C -1.8681 2.5987 1.3163 -0.0724 0.0115 0.0349
C -2.5841 2.1175 0.0472 0.1290 -0.0009 0.0819
C -2.8750 2.4919 2.4757 0.0401 0.0239 -0.0603
C -1.5067 4.0750 1.0948 0.0158 -0.0330 -0.0034
H 1.9334 3.8415 5.9636 -0.0078 0.0067 0.0036
H 0.3609 3.1616 5.5258 -0.0098 0.0385 -0.0046
H 1.1900 4.2908 4.4324 -0.0402 0.0059 0.0174
H 4.0131 3.2219 4.7018 0.0111 -0.0122 -0.0139
H 3.2032 3.5834 3.1671 0.0449 -0.0095 -0.0223
H 3.9456 1.9984 3.4195 0.0131 0.0055 0.0070
H 2.8025 1.7036 6.4283 0.0316 -0.0139 -0.0098
H 2.9973 0.4492 5.2054 -0.0202 -0.0196 0.0060
H 1.3955 0.7761 5.8813 0.0222 -0.0176 0.0422
H 2.4723 -0.1055 3.1511 0.0100 0.0438 0.0279
H -0.2130 3.2110 3.2348 0.0017 -0.0277 -0.0046
H -2.9798 1.1150 0.2029 -0.0072 -0.0655 -0.0691
H -1.9140 2.1073 -0.8124 -0.0234 -0.0456 -0.0322
H -3.4164 2.7968 -0.1605 0.0184 -0.0192 0.0268
H -3.1314 1.4455 2.6540 -0.0226 0.0120 0.0203
H -3.7910 3.0376 2.2335 0.0067 0.0016 0.0158
H -2.4644 2.9018 3.3999 -0.0206 -0.0072 -0.0006
H -0.7636 4.1706 0.3007 -0.0005 0.0241 -0.0019
H -1.1094 4.5414 1.9966 0.0090 0.0260 -0.0420
H -2.3995 4.6312 0.7997 0.0077 0.0156 0.0019
```
Forces are in eV/Å.

Properties
Spin multiplicity = 5
Highest occupied orbital energy (spin up / spin down) = -7.298 / -7.305 eV
HOMO-LUMO gap (spin up / spin down) = 7.61 / 7.62 eV
Energy = -145876.9837 eV
⟨S²⟩ = 6.0038
E_LUMO (spin up / spin down) = 0.31 / 0.31 eV

Atom charges from the Löwdin analysis, given in e for atoms 1 to 4: atom 1 (Ho): 1.48, atom 2 (O): -0.21, atom 3 (C): -0.35, atom 4 (C): -0.02